# 1
Computed, not measured: a molecular structure, C8H4N2O5Tm, with ωB97M-V with the def2-TZVPD basis set.

```
20
Properties=species:S:1:pos:R:3:forces:R:3
O 1.0065 -3.8615 -2.0294 -0.92 2.88 0.62
C 0.6693 -2.8002 -1.7970 0.75 -2.36 -0.51
Tm -0.3166 0.3351 -1.0295 1.19 -2.66 1.21
O -0.9367 0.1035 -4.6238 0.94 -0.02 4.77
C -0.7199 0.1159 -3.4945 -1.12 -0.02 -5.77
C -1.1268 2.4438 -1.2382 -3.03 7.57 -1.43
O -1.5502 3.4939 -1.4527 1.96 -4.83 1.08
C 1.8955 0.8583 -1.8698 5.60 1.93 -2.48
O 2.8998 1.2051 -2.3156 -4.46 -1.63 2.04
C -2.4898 -0.7380 -1.0174 -5.98 -2.29 -0.23
O -3.5654 -1.1489 -1.0595 4.85 1.76 0.24
N 0.8601 -0.7128 2.9683 -0.71 1.32 -0.94
C 0.3946 0.5783 3.2534 -0.01 -0.15 -0.34
C -0.0422 1.1003 2.0776 0.13 -0.45 -0.26
N 0.1605 0.1210 1.0825 -0.01 -0.22 -0.52
C 0.7073 -0.9591 1.6596 0.26 0.04 1.47
H 1.2412 -1.3294 3.6572 0.30 -0.55 0.40
H 0.4012 1.0312 4.2397 0.10 -0.31 -0.12
H -0.4833 2.0641 1.8036 0.27 -0.41 0.57
H 0.9950 -1.9006 1.1855 -0.13 0.40 0.19
```
Forces are in eV/Å.

Output
Multiplicity: 3
Kohn-Sham gap (spin up / spin down): 6.435 / 6.469 eV
Total charge: +3

---

# 2
Computed, not measured: 5 unconnected molecules or ions with the total composition C32H74FN3OPS, with ωB97M-V with the def2-TZVPD basis set.

```
113
Properties=species:S:1:pos:R:3:forces:R:3
C 5.4973 -0.2094 2.1640 -0.01 1.03 0.10
C 6.5438 -0.5475 0.9305 1.01 1.48 1.65
N 7.5343 -1.5830 1.4001 -0.92 1.56 -0.70
P 7.1779 -3.2292 0.8376 0.36 -1.29 -0.81
C 8.9115 -3.8012 1.4238 1.92 -0.09 0.06
C 9.9169 -3.9111 0.1073 -0.47 0.15 1.26
F 9.4141 -4.9753 -0.8376 1.39 2.08 1.89
C 6.3218 -3.7491 2.4826 -0.88 -2.29 1.96
C 4.7267 -3.9159 2.1461 0.41 1.94 -0.67
S 3.6784 -4.3875 3.6730 -1.82 0.98 -1.42
C 1.9360 -3.8356 3.1366 -0.90 0.65 0.30
N 0.7891 -3.2767 3.9472 3.61 -2.36 -7.01
N -0.1648 -3.0449 2.9294 2.66 -1.76 -4.89
C 0.3567 -3.4310 1.5573 0.58 0.49 5.08
O 1.7390 -3.9571 1.6809 -4.03 2.19 4.40
H 5.9212 -0.5661 3.2169 -0.84 0.56 -2.39
H 5.4392 0.9787 2.2468 -0.28 -2.45 -0.15
H 4.4244 -0.6542 2.0249 1.98 0.87 0.27
H 7.1688 0.4572 0.7684 -1.39 -1.86 0.20
H 6.0291 -0.7658 -0.0963 0.98 -0.08 2.14
H 7.7545 -1.5199 2.4171 -0.64 0.21 -1.27
H 5.8759 -2.8961 0.3192 -0.45 0.48 -0.08
H 7.7276 -2.9100 -0.4705 0.01 0.16 -0.08
H 6.9341 -4.5979 0.3723 -0.11 -0.12 -0.02
H 8.8668 -4.7992 2.0337 0.29 1.63 -1.34
H 9.3584 -2.9741 2.1303 -0.40 -1.63 -1.31
H 9.9714 -2.8923 -0.4667 -0.42 -2.11 0.92
H 10.9930 -4.1568 0.4996 -1.92 -0.09 -1.17
H 6.7527 -4.8287 2.7538 -1.00 2.14 -0.43
H 6.5728 -3.0649 3.3971 -0.98 -1.14 -1.51
H 4.3352 -2.8254 1.8582 0.76 -2.55 0.50
H 4.5446 -4.6401 1.2419 0.43 1.34 1.95
H -0.1166 -3.3670 0.4888 0.97 -0.08 2.60
C 1.8296 -2.4676 -1.5990 0.18 0.11 0.05
C 0.5652 -1.6927 -1.9310 -0.14 -0.12 0.03
C -0.5091 -2.5527 -2.6040 -0.02 0.19 -0.06
C -0.1143 -3.1451 -3.9617 0.13 -0.10 0.05
C 0.2984 -2.1217 -5.0232 -0.03 -0.16 0.01
C -0.8210 -1.1618 -5.3941 0.05 0.21 -0.14
H 2.3112 -2.8636 -2.4972 -0.02 0.00 0.10
H 2.5506 -1.8153 -1.0965 -0.02 -0.20 -0.02
H 1.6074 -3.3051 -0.9290 0.16 0.05 -0.15
H 0.8152 -0.8312 -2.5576 -0.07 -0.02 0.00
H 0.1509 -1.2853 -1.0016 0.00 0.05 -0.08
H -1.4192 -1.9522 -2.7176 0.01 -0.06 -0.01
H -0.7761 -3.3772 -1.9313 0.04 0.01 -0.04
H -0.9606 -3.7304 -4.3423 0.04 0.05 0.00
H 0.7057 -3.8595 -3.8250 -0.08 0.07 0.02
H 0.6067 -2.6629 -5.9254 0.03 0.03 0.11
H 1.1754 -1.5552 -4.6913 -0.06 -0.08 0.01
H -1.6913 -1.7067 -5.7737 0.03 0.06 0.06
H -0.4835 -0.4750 -6.1784 -0.13 -0.05 0.10
H -1.1370 -0.5580 -4.5389 -0.01 -0.05 -0.07
C -7.9908 -1.1804 -0.8278 -0.21 -0.01 -0.08
C -7.1365 -2.3049 -0.2665 0.14 0.05 0.16
C -5.6883 -1.8844 0.0025 0.06 -0.14 0.03
C -4.8953 -1.4483 -1.2350 -0.08 0.09 -0.05
C -4.8054 -2.4920 -2.3516 0.10 0.15 0.04
C -4.0833 -3.7607 -1.9263 0.00 -0.21 -0.12
H -7.6178 -0.8301 -1.7940 -0.03 0.02 0.06
H -9.0190 -1.5253 -0.9746 0.06 0.12 -0.01
H -8.0150 -0.3296 -0.1383 0.01 -0.04 -0.09
H -7.1673 -3.1638 -0.9437 0.05 0.01 0.02
H -7.5801 -2.6431 0.6771 0.06 -0.02 -0.09
H -5.1681 -2.7131 0.4969 -0.02 0.10 -0.05
H -5.6872 -1.0573 0.7232 -0.02 -0.07 -0.05
H -3.8802 -1.1792 -0.9173 -0.07 -0.04 -0.04
H -5.3328 -0.5311 -1.6457 0.02 -0.04 0.05
H -4.2649 -2.0500 -3.1968 -0.08 0.00 0.04
H -5.8043 -2.7434 -2.7248 0.03 0.06 0.04
H -3.0647 -3.5362 -1.5941 -0.15 -0.05 0.01
H -4.0182 -4.4574 -2.7696 0.05 0.03 0.16
H -4.6072 -4.2723 -1.1142 0.07 0.03 -0.05
C -8.2644 6.1885 0.1473 -0.03 0.22 -0.02
C -9.2267 5.0577 0.4705 0.07 -0.15 0.13
C -8.5715 3.6742 0.4128 -0.11 -0.08 0.01
C -8.0272 3.2671 -0.9613 0.08 0.11 -0.03
C -9.0562 3.2673 -2.0951 0.17 -0.06 0.02
C -10.1841 2.2710 -1.8777 -0.21 0.00 -0.15
H -7.8701 6.1086 -0.8693 0.00 0.02 0.09
H -8.7749 7.1531 0.2300 0.13 -0.05 -0.02
H -7.4204 6.1920 0.8454 -0.05 0.00 -0.12
H -10.0876 5.1029 -0.2034 0.02 -0.05 0.01
H -9.6210 5.2125 1.4815 -0.01 -0.04 -0.10
H -9.2975 2.9273 0.7546 0.07 0.03 -0.04
H -7.7462 3.6423 1.1350 -0.07 0.02 -0.05
H -7.5916 2.2637 -0.8767 -0.05 0.07 -0.03
H -7.1993 3.9299 -1.2382 -0.05 -0.05 0.05
H -8.5425 3.0136 -3.0298 -0.02 0.08 0.08
H -9.4724 4.2707 -2.2370 0.06 -0.04 0.03
H -9.7917 1.2536 -1.7808 -0.05 0.08 0.04
H -10.8714 2.2885 -2.7310 0.04 -0.07 0.15
H -10.7641 2.5049 -0.9807 0.04 -0.06 -0.06
C 2.5981 5.8670 1.9938 -0.19 0.06 0.09
C 4.0217 6.3770 2.1444 0.13 -0.01 -0.18
C 5.0641 5.4480 1.5143 0.11 0.06 0.07
C 5.1448 4.0460 2.1292 -0.13 -0.04 -0.01
C 5.4367 4.0100 3.6318 0.00 -0.15 -0.13
C 6.7879 4.6073 3.9919 0.06 0.04 0.24
H 2.4554 4.9061 2.4956 -0.01 0.07 -0.07
H 1.8938 6.5792 2.4350 -0.01 -0.11 -0.07
H 2.3386 5.7460 0.9366 0.01 -0.04 0.12
H 4.2440 6.5409 3.2033 0.04 -0.03 -0.03
H 4.0945 7.3580 1.6610 0.04 -0.05 0.07
H 6.0465 5.9308 1.5743 -0.06 -0.05 -0.01
H 4.8460 5.3444 0.4442 0.00 0.02 0.08
H 5.9244 3.4821 1.6020 -0.07 0.03 0.07
H 4.2081 3.5089 1.9403 0.09 0.04 -0.01
H 5.4178 2.9654 3.9639 -0.06 0.10 -0.05
H 4.6459 4.5231 4.1900 0.01 -0.03 -0.06
H 7.5970 4.0766 3.4800 -0.06 0.08 0.03
H 6.9597 4.5261 5.0711 0.07 0.04 -0.15
H 6.8465 5.6664 3.7263 0.04 -0.06 0.01
```
Forces are in eV/Å.

Output
Multiplicity: 1
ΔE to the lowest compared entry with this formula, charge and spin: 324.81 kJ/mol
Kohn-Sham gap: 6.106 eV
Total charge: -1

---

| no. | calculated total energy (a.u.) | maximum force (eV/Å) |
| --- | --- | --- |
| 1 | -1877.0049 | 8.3 |
| 2 | -2342.2581 | 8.2 |